[1]
{
  "formula": "C21H19CrN3O2",
  "method": "the ωB97M-V functional and the def2-TZVPD basis",
  "multiplicity": 5,
  "s_squared": 6.01,
  "symbols": ["Cr", "O", "C", "C", "C", "C", "C", "C", "C", "N", "C", "C", "N", "C", "C", "C", "C", "C", "C", "C", "O", "H", "H", "H", "H", "H", "H", "H", "H", "H", "H", "H", "H", "H", "H", "C", "C", "C", "N", "C", "C", "H", "H", "H", "H", "H"],
  "xyz": [[0.281188, -0.452063, -0.036472], [1.032920, 0.765588, 1.274288], [2.112874, 1.340634, 1.656980], [2.125126, 2.315068, 2.679301], [3.301917, 2.916398, 3.061057], [4.523979, 2.569930, 2.466783], [4.548486, 1.604759, 1.492354], [3.359028, 0.984090, 1.070169], [3.386833, -0.051437, 0.102948], [2.370873, -0.685565, -0.394585], [2.740525, -1.742946, -1.335407], [1.654550, -2.793423, -1.237856], [0.399078, -2.068132, -1.359362], [-0.255723, -2.292089, -2.458609], [-1.595697, -1.897855, -2.690798], [-2.281131, -2.280336, -3.857543], [-3.634337, -2.084981, -3.967770], [-4.328362, -1.497652, -2.898123], [-3.681794, -1.080520, -1.758645], [-2.284417, -1.254034, -1.619268], [-1.648833, -0.890977, -0.570607], [1.187636, 2.583556, 3.150101], [3.284402, 3.668179, 3.840395], [5.438623, 3.054193, 2.781201], [5.486479, 1.299732, 1.040781], [4.382590, -0.346889, -0.238142], [3.725596, -2.162175, -1.112642], [2.743636, -1.338112, -2.353350], [1.692496, -3.275785, -0.257906], [1.772071, -3.555095, -2.014884], [0.214101, -2.910967, -3.228474], [-1.716173, -2.761997, -4.648961], [-4.162199, -2.400933, -4.857337], [-5.401793, -1.373608, -2.976384], [-4.237727, -0.635438, -0.943097], [-3.167627, 2.320325, 2.704888], [-3.142549, 0.933873, 2.736033], [-2.255421, 0.262108, 1.913236], [-1.406599, 0.874520, 1.088418], [-1.423808, 2.205790, 1.080088], [-2.284901, 2.965523, 1.853849], [-3.850726, 2.880735, 3.328964], [-3.812680, 0.381204, 3.380613], [-2.231795, -0.820118, 1.890637], [-0.696761, 2.681614, 0.431914], [-2.263952, 4.045308, 1.791225]],
  "atomic_forces_ev_per_a": [[0.9617, -0.8758, -0.8104], [-0.0090, 0.9303, 1.0594], [0.3379, -0.3541, -0.3362], [0.0396, 0.2689, 0.1952], [-0.1998, -0.1387, -0.1084], [0.2698, 0.0391, -0.0141], [-0.1109, -0.0600, -0.0032], [-0.1880, 0.3282, 0.3534], [-0.2232, -0.2608, -0.2610], [0.8465, 0.1955, 0.1364], [-0.1537, -0.1946, -0.0111], [0.2974, 0.2893, -0.1774], [0.0776, -0.7727, -0.9354], [0.0479, -0.1416, 0.4981], [-0.3494, 0.3652, -0.0024], [0.0618, -0.0263, 0.1146], [0.1218, -0.1202, -0.2489], [0.1004, 0.1300, 0.1795], [-0.4187, -0.1155, -0.1587], [0.4879, -0.1606, -0.0237], [-1.2150, 0.0696, -0.0466], [-0.0287, -0.0453, -0.0357], [-0.0014, 0.0089, 0.0078], [-0.0066, -0.0112, 0.0118], [0.0130, 0.0320, -0.0161], [0.0276, 0.0076, -0.0070], [0.0053, 0.0681, -0.0236], [0.0395, -0.0306, 0.0163], [-0.0054, -0.0288, -0.0345], [-0.0284, -0.0283, 0.0641], [-0.0262, -0.1151, 0.0375], [-0.0677, -0.0174, -0.0520], [-0.0169, 0.0256, 0.0094], [-0.0070, 0.0407, 0.0157], [0.0789, 0.0360, 0.0322], [0.1394, -0.1577, -0.0953], [-0.1305, 0.1263, 0.1281], [0.0209, -0.0102, -0.2093], [-0.7728, 0.7109, 0.7774], [0.0799, -0.1353, -0.0297], [-0.1089, 0.1503, 0.0346], [-0.0156, 0.0035, -0.0013], [0.0415, -0.0369, 0.0114], [-0.0388, -0.0207, -0.0098], [-0.0091, 0.0358, -0.0030], [0.0352, -0.0034, -0.0283]]
}

=====

[2]
{
  "formula": "C2H10O2Si2",
  "method": "the ωB97M-V functional and the def2-TZVPD basis",
  "multiplicity": 1,
  "symbols": ["C", "C", "O", "O", "Si", "Si", "H", "H", "H", "H", "H", "H", "H", "H", "H", "H"],
  "xyz": [[1.528645, 1.227667, -1.078663], [1.354760, -0.934721, 1.155306], [-1.116214, 0.679194, 0.356281], [-0.422812, -1.240170, -1.086932], [-2.523808, -0.285697, -0.046753], [0.449739, -0.188741, -0.327782], [1.785113, 2.032573, -0.539039], [2.491098, 0.807943, -1.271221], [1.145268, 1.686264, -2.029770], [2.248170, -0.345002, 1.373099], [0.910833, -1.307258, 2.114053], [1.690294, -1.785659, 0.571005], [-0.909995, 0.933197, 1.266386], [-3.602582, 0.506731, 0.730661], [-2.529018, -1.742359, 0.268180], [-2.499489, -0.043967, -1.454813]],
  "atomic_forces_ev_per_a": [[-2.0554, -2.5209, -2.4923], [-0.0011, 0.5950, 0.1459], [1.0474, 0.1937, 0.9350], [0.5612, 0.5650, -0.1224], [0.1063, -0.2688, -0.0262], [-0.6055, -0.0077, 0.0066], [0.4009, 2.8993, 2.7934], [0.7399, -0.7170, -0.5599], [0.1460, -0.8905, 0.6499], [-0.0016, -0.0316, 0.2254], [0.0583, 0.4272, -1.0825], [0.2807, -0.6117, 0.2082], [-0.5353, 0.1476, 0.0446], [0.7443, -0.6110, -0.4482], [-0.1310, 0.5894, 0.3654], [-0.7551, 0.2420, -0.6429]]
}

=====

Molar mass / g/mol: 397.40, 122.27
Energy relative to the best compared isomer or geometry (same formula, charge and spin) / eV: 0.677, 2.919